Record 1
Molecular formula: C16H19N3O4PtSi
Method: DFT, ωB97M-V/def2-TZVPD

Element x y z (Å)
Pt: 0.0579 -0.0280 0.0508
O: 3.8002 -1.4809 2.4952
C: 2.7280 -1.0018 1.8624
O: 2.3196 -1.4623 0.8195
C: 2.0911 0.1585 2.5253
C: 2.3311 0.5495 3.8386
C: 1.6616 1.6637 4.3232
C: 0.8140 2.3686 3.4806
C: 0.6336 1.9175 2.1800
N: 1.2473 0.8277 1.7293
C: -0.2018 2.6775 1.1201
O: -0.7555 3.7117 1.4466
O: -0.1784 2.1447 -0.0287
H: 4.2021 -2.2061 1.9879
H: 3.0202 -0.0079 4.4523
H: 1.8147 1.9885 5.3392
H: 0.2921 3.2566 3.7988
C: -3.8907 1.3692 0.5925
C: -3.5920 -0.0872 0.4485
C: -4.5688 -1.0721 0.5838
C: -4.2183 -2.4077 0.4261
C: -2.9254 -2.7471 0.0907
C: -1.9973 -1.7118 -0.0573
N: -2.3454 -0.4284 0.1645
N: -0.6987 -1.8297 -0.4018
Si: -0.0218 -2.8306 -1.6486
C: -1.3257 -3.2044 -2.9951
C: 1.3573 -1.7002 -2.3343
C: 0.5737 -4.4841 -0.8942
H: -4.6428 1.6877 -0.1260
H: -2.9840 1.9420 0.4224
H: -4.2724 1.5802 1.5889
H: -5.5824 -0.8031 0.8321
H: -4.9596 -3.1834 0.5641
H: -2.6007 -3.7691 -0.0090
H: -1.7105 -2.2855 -3.4275
H: -2.1686 -3.7544 -2.5867
H: -0.9048 -3.7989 -3.7998
H: 1.1154 -0.6544 -2.0806
H: 1.4622 -1.7764 -3.4119
H: 2.3178 -1.9261 -1.8873
H: -0.2595 -5.0224 -0.4497
H: 1.3051 -4.3075 -0.1120
H: 1.0253 -5.1358 -1.6363

Values from the calculation:
HOMO energy (alpha / beta) = -7.69 / -8.04 eV
2S+1 = 3
electronic energy = -40685.860 eV
HOMO-LUMO gap (alpha / beta) = 7.07 / 7.07 eV
net charge = 0


Record 2
Molecular formula: CBrClF2O
Method: DFT, ωB97M-V/def2-TZVPD

Element x y z (Å)
C: -0.3661 0.2103 -0.4696
O: 1.0548 0.1477 1.0666
F: -1.3640 0.8305 0.0733
F: 0.8461 -1.0095 1.7219
Cl: -0.6014 -1.5397 -0.7075
Br: 0.4306 1.3608 -1.6847

Values from the calculation:
relative energy (zero: lowest compared OMol25 entry of this formula, charge and spin) = 89.3 kcal/mol
HOMO energy (alpha / beta) = -10.31 / -10.32 eV
electronic energy = -91078.125 eV
HOMO-LUMO gap (alpha / beta) = 9.32 / 9.33 eV
net charge = 0


Record 3
Molecular formula: C5H7NOS
Method: DFT, ωB97M-V/def2-TZVPD

Element x y z (Å)
C: 0.6924 1.2999 -0.9558
C: -0.8560 0.2166 0.8090
C: -1.7297 -0.3419 -0.2579
C: 0.5491 -0.2966 1.0592
C: 1.0674 -1.4887 0.2824
H: 0.6147 0.4597 -1.6275
H: 0.1036 2.1602 -1.2344
H: 1.7742 1.5730 -0.9155
H: -1.4311 0.6140 1.6371
H: -1.1648 -0.6588 -1.1726
H: 0.8633 -0.2825 2.0714
H: 1.7057 -2.2184 0.8377
N: 0.3521 1.0109 0.4671
O: 0.7818 -1.6588 -0.8997
S: -3.3229 -0.3886 -0.1005

Values from the calculation:
relative energy (zero: lowest compared OMol25 entry of this formula, charge and spin) = 67.2 kcal/mol
structure (SMILES) = CN1[C@H](C=O)[C@@H]1C=S
HOMO energy = -8.81 eV
electronic energy = -19668.689 eV
HOMO-LUMO gap = 8.34 eV
net charge = 0


Record 4
Molecular formula: C21H23N3O2
Method: DFT, ωB97M-V/def2-TZVPD

Element x y z (Å)
C: -3.5886 -0.9974 -2.1056
C: -2.1696 -1.6316 -1.7436
C: -2.1818 -1.8012 -0.2646
C: -1.1135 -2.7183 0.2911
O: -1.2753 -3.6036 1.1219
N: -0.0351 -2.6084 -0.2513
H: 0.0520 -1.9240 -0.8266
C: 1.1686 -3.2285 0.0059
H: 0.7917 -4.1909 0.4091
H: 1.8887 -3.4442 -0.7368
C: 1.9079 -2.3439 1.2747
C: 2.5019 -1.1900 0.6864
N: 3.8150 -1.4362 0.1427
C: 4.0566 0.1442 -0.0271
C: 5.1318 0.6401 -0.7813
C: 5.0276 1.9880 -0.7283
C: 4.0244 2.6196 -0.4315
C: 2.8426 2.1527 0.1857
C: 3.0241 0.9449 0.2455
N: 1.9911 0.0023 0.9814
C: 0.6705 0.3301 1.2286
C: -0.2840 0.8287 0.2910
O: 0.1260 0.5184 -0.9357
C: -1.4463 1.5661 0.6041
C: -2.0285 2.3094 -0.8837
C: -3.1004 2.8866 -0.4502
C: -3.7097 2.7823 0.8315
C: -3.0574 2.5063 1.8710
C: -2.0094 1.5893 1.8211
H: -1.4336 1.0933 2.6221
H: -3.5077 2.5293 2.8425
H: -4.6595 3.5036 0.8679
H: -3.6406 3.3846 -1.2544
H: -1.6169 1.9142 -1.6488
H: 0.7713 1.1076 2.0222
H: 0.2845 -0.3052 1.8697
H: 2.0476 2.8072 0.2103
H: 3.9967 3.8668 -0.3979
H: 5.9230 2.5617 -1.2946
H: 5.8815 0.1938 -0.8448
H: 1.3712 -2.4410 2.2540
H: 2.6227 -3.1400 1.8238
H: -2.4875 -0.9850 0.3348
H: -3.2897 -2.5939 0.0534
H: -1.6153 -0.8787 -2.0666
H: -2.0055 -2.6239 -2.2886
H: -3.5341 -0.8983 -3.2145
H: -4.3397 -1.8156 -1.9512
H: -3.7898 0.0288 -1.7643

Values from the calculation:
relative energy (zero: lowest compared OMol25 entry of this formula, charge and spin) = 379.8 kcal/mol
HOMO energy = -8.15 eV
electronic energy = -30700.745 eV
HOMO-LUMO gap = 7.09 eV
net charge = 0


Record 5
Molecular formula: C4H10O2
Method: DFT, ωB97M-V/def2-TZVPD

Element x y z (Å)
C: 0.3905 0.1377 1.9489
C: -0.4207 0.7050 0.7422
C: -0.2391 0.1873 -0.6921
C: -0.0150 2.1320 0.7725
O: 0.8483 -0.9181 1.8099
H: 0.1386 0.7096 2.8381
H: -1.6498 0.6851 0.8039
H: -0.9735 0.4123 -1.3962
H: -0.2298 -0.9255 -0.4974
H: 0.8086 0.3771 -1.1717
H: -0.3279 2.6706 -0.1875
H: 1.0119 2.2013 0.6548
H: -0.3710 2.8672 1.5265
H: -0.5760 -2.8436 -3.8235
H: -0.1983 -2.3027 -2.5868
O: -0.3391 -1.9348 -3.4086

Values from the calculation:
relative energy (zero: lowest compared OMol25 entry of this formula, charge and spin) = 60.6 kcal/mol
structure (SMILES) = CC(C)C=O.O
HOMO energy = -9.67 eV
electronic energy = -8402.918 eV
HOMO-LUMO gap = 10.45 eV
net charge = 0